(1)
{
  "formula": "C23H72N12O12",
  "method": "ωB97M-V with the def2-TZVPD basis set",
  "total_charge": 0,
  "de_lowest_kj_mol": 86.51,
  "fmax_ev_per_a": 3.646,
  "spin_multiplicity": 1,
  "orbital_gap_ev": 9.34,
  "total_energy_ev": -67472.5222,
  "symbols": ["C", "O", "N", "N", "H", "H", "H", "H", "C", "O", "N", "N", "H", "H", "H", "H", "C", "O", "N", "N", "H", "H", "H", "H", "C", "O", "N", "N", "H", "H", "H", "H", "C", "O", "N", "N", "H", "H", "H", "H", "C", "C", "O", "H", "H", "H", "H", "H", "H", "C", "C", "O", "H", "H", "H", "H", "H", "H", "C", "C", "O", "H", "H", "H", "H", "H", "H", "C", "C", "O", "H", "H", "H", "H", "H", "H", "C", "C", "O", "H", "H", "H", "H", "H", "H", "C", "C", "C", "O", "C", "N", "H", "H", "H", "H", "H", "H", "H", "H", "H", "H", "H", "C", "C", "C", "O", "C", "N", "H", "H", "H", "H", "H", "H", "H", "H", "H", "H", "H"],
  "positions_angstrom": [[18.085, 15.109, 7.771], [19.074, 14.385, 7.579], [16.985, 14.622, 8.456], [18.008, 16.350, 7.275], [16.968, 13.657, 8.864], [16.088, 15.033, 8.590], [17.165, 16.909, 7.300], [18.842, 16.460, 6.714], [13.038, 10.703, 7.942], [13.923, 10.824, 8.811], [12.624, 9.523, 7.413], [12.342, 11.791, 7.535], [13.175, 8.765, 7.827], [12.291, 9.437, 6.509], [11.451, 11.885, 7.102], [12.729, 12.641, 7.950], [11.705, 14.820, 14.770], [12.412, 15.730, 15.119], [12.067, 13.540, 15.112], [10.574, 14.932, 14.097], [12.941, 13.396, 15.594], [11.545, 12.837, 14.598], [9.934, 14.190, 13.944], [10.372, 15.893, 13.829], [8.039, 13.315, 9.891], [8.924, 13.255, 9.057], [6.710, 13.636, 9.621], [8.272, 13.051, 11.248], [6.344, 13.802, 8.674], [6.037, 13.783, 10.368], [7.742, 12.370, 11.711], [9.249, 12.907, 11.475], [10.617, 10.559, 13.536], [10.179, 11.721, 13.371], [9.930, 9.638, 14.359], [11.857, 10.097, 13.139], [10.348, 8.708, 14.353], [8.944, 9.743, 14.535], [12.008, 9.126, 12.933], [12.441, 10.846, 12.674], [15.111, 10.781, 14.334], [14.686, 9.628, 15.232], [15.667, 8.737, 15.642], [15.920, 11.249, 14.790], [14.311, 11.471, 14.302], [15.256, 10.448, 13.300], [13.903, 8.987, 14.811], [14.388, 10.011, 16.171], [16.443, 9.192, 15.933], [15.580, 17.858, 16.712], [15.065, 18.698, 15.516], [14.695, 17.916, 14.431], [14.765, 17.330, 17.197], [16.127, 18.383, 17.488], [16.303, 17.064, 16.423], [15.965, 19.263, 15.200], [14.275, 19.451, 15.774], [13.864, 17.454, 14.597], [18.362, 10.857, 10.450], [17.111, 10.935, 9.519], [16.308, 12.104, 9.774], [18.057, 11.054, 11.479], [19.095, 11.555, 10.098], [18.793, 9.865, 10.353], [16.500, 10.030, 9.703], [17.404, 10.820, 8.461], [15.554, 12.010, 9.133], [16.217, 7.504, 11.298], [15.420, 7.354, 10.000], [14.186, 8.126, 10.136], [16.478, 8.546, 11.509], [17.203, 7.021, 11.293], [15.632, 7.158, 12.084], [15.093, 6.319, 9.759], [15.985, 7.661, 9.152], [14.230, 9.046, 9.898], [17.635, 16.475, 13.645], [17.158, 17.145, 12.377], [18.193, 17.898, 11.792], [16.832, 16.088, 14.298], [18.096, 17.304, 14.128], [18.376, 15.800, 13.228], [16.437, 17.900, 12.648], [16.695, 16.469, 11.658], [18.988, 17.292, 11.656], [14.621, 14.058, 12.644], [13.478, 13.705, 11.705], [13.785, 14.409, 10.374], [12.793, 14.182, 9.393], [11.555, 14.724, 9.774], [13.376, 12.262, 11.577], [15.585, 13.685, 12.306], [14.341, 13.782, 13.644], [14.671, 15.107, 12.774], [12.500, 14.076, 12.082], [14.734, 14.002, 9.944], [13.847, 15.462, 10.678], [10.868, 14.602, 8.921], [11.682, 15.776, 10.023], [11.125, 14.302, 10.696], [14.264, 11.979, 11.149], [12.697, 12.008, 10.815], [15.493, 18.600, 9.690], [14.676, 18.895, 8.430], [13.948, 17.620, 7.999], [14.845, 16.718, 7.357], [14.300, 15.854, 6.407], [13.600, 19.818, 8.890], [14.922, 18.130, 10.520], [15.904, 19.549, 10.054], [16.353, 17.909, 9.498], [15.356, 19.184, 7.664], [13.130, 17.892, 7.309], [13.566, 17.191, 8.892], [13.338, 15.487, 6.778], [15.002, 15.039, 6.351], [14.252, 16.346, 5.421], [13.982, 20.644, 9.323], [13.066, 20.187, 8.144]],
  "atomic_forces_ev_per_a": [[-0.7, -2.5, 0.6], [-0.6, 0.8, 0.3], [0.3, -1.7, 0.7], [0.6, 0.2, -0.1], [0.8, 1.3, -0.7], [-0.1, 1.2, -0.4], [0.3, -0.1, -0.3], [-0.5, 1.0, -0.2], [-1.1, 0.8, 0.0], [-0.2, -0.6, -0.7], [1.9, -0.9, 3.0], [1.6, 1.4, 0.6], [-0.6, 0.0, -0.6], [-0.7, 0.0, -1.8], [-0.4, -0.6, -0.2], [-0.5, -0.1, -0.1], [1.8, -2.3, 1.6], [0.9, 2.3, 0.1], [-1.1, -0.1, -0.6], [-1.1, 1.9, -1.2], [-0.3, -0.1, -0.3], [0.6, -0.5, 0.4], [-0.4, -0.5, -0.2], [-0.3, -0.7, 0.1], [-0.7, -0.5, 0.2], [-0.5, 0.4, 0.0], [-0.1, 0.0, -0.3], [1.1, 1.2, -0.7], [0.9, -0.3, 0.9], [0.6, -0.1, -0.2], [-1.2, -0.8, 0.5], [-0.1, -0.1, -0.3], [-0.6, -0.2, 1.3], [0.9, -1.5, 0.0], [1.3, 0.3, -1.3], [-0.6, 2.3, -0.4], [-0.7, 0.4, 0.3], [0.1, 0.0, -0.2], [0.1, 0.0, 0.0], [-0.4, -1.0, 0.2], [-1.2, -2.2, -0.7], [-0.4, 0.1, -0.1], [1.1, -1.9, -0.7], [1.8, 0.9, 0.4], [-0.9, 0.9, -0.1], [0.5, 0.2, 0.2], [0.0, 0.5, 0.0], [-1.4, 1.0, 0.8], [0.6, 0.5, 0.2], [-0.2, -0.8, -0.1], [1.5, 0.8, 1.1], [-0.4, -0.5, -0.8], [-0.3, -0.1, 0.1], [-0.2, 0.7, 0.0], [-0.5, 0.5, -0.4], [-0.6, 0.0, -0.2], [0.6, -0.7, 0.1], [0.0, -0.1, 0.2], [-1.5, 0.2, -1.0], [0.3, -1.2, 0.6], [-0.2, -0.6, -1.1], [0.2, 0.0, 0.0], [0.4, 0.6, 0.1], [0.0, -0.2, 0.1], [0.0, 0.4, 0.1], [0.0, 0.6, 0.3], [0.5, 0.0, 0.9], [1.3, 0.5, -1.5], [-1.1, 0.4, 0.8], [0.0, -1.7, 0.0], [-0.4, 0.1, -0.2], [-0.4, -0.4, -0.1], [-0.9, -0.7, 1.6], [0.2, 0.6, 0.6], [0.5, 0.6, -0.8], [0.7, 0.9, -0.4], [-0.5, 0.2, -1.0], [-1.1, 0.6, 0.3], [2.2, -1.2, -0.7], [0.5, -0.3, -0.6], [0.7, 0.3, 0.9], [0.2, -0.8, 1.0], [-0.6, 0.1, 0.0], [0.0, -0.2, -0.1], [-1.6, 1.2, 0.2], [-0.9, -0.2, 0.2], [0.0, 0.3, -0.2], [0.2, -0.8, 0.4], [0.2, -0.1, 0.0], [-0.7, 0.4, -0.3], [-0.5, -1.0, -1.3], [0.0, -0.2, 0.1], [0.3, -0.8, 0.5], [0.3, 1.4, -0.3], [0.8, -0.1, 0.1], [-0.6, 0.6, 0.5], [0.2, 0.2, -0.7], [0.2, 0.1, 0.6], [0.0, 0.5, -0.2], [0.0, -0.4, -0.5], [-0.1, -0.3, 0.3], [0.7, 0.5, 0.8], [1.0, -0.6, 0.2], [-1.3, -1.1, 2.2], [0.4, 0.7, -1.4], [0.7, 0.9, 0.9], [-0.2, 0.1, 0.0], [1.0, -0.4, -0.1], [0.0, 0.4, -0.7], [0.1, -0.3, 0.1], [-0.6, 0.6, 0.0], [0.3, 0.8, -0.9], [0.1, -0.2, 0.2], [-0.7, -0.7, 0.7], [-0.1, -0.1, -0.4], [0.1, -0.5, -0.2], [-0.4, -0.2, 0.2], [0.4, 0.0, 0.4], [-0.7, 0.1, -1.1]]
}

***

(2)
{
  "formula": "C3H2FNO",
  "method": "ωB97M-V with the def2-TZVPD basis set",
  "total_charge": 0,
  "de_lowest_kj_mol": 39.45,
  "fmax_ev_per_a": 1.664,
  "spin_multiplicity": 1,
  "orbital_gap_ev": 10.79,
  "total_energy_ev": -9397.0994,
  "symbols": ["C", "C", "C", "H", "H", "N", "O", "F"],
  "positions_angstrom": [[-0.401, -0.633, 0.641], [0.314, -0.146, -0.599], [0.489, 1.312, -0.696], [-1.293, -1.199, 0.325], [0.277, -1.313, 1.160], [0.647, 2.455, -0.811], [0.714, -0.888, -1.466], [-0.749, 0.411, 1.446]],
  "atomic_forces_ev_per_a": [[-0.1, -0.6, -0.4], [0.2, -0.6, -0.7], [0.3, 1.6, -0.3], [0.2, 0.2, 0.1], [0.0, 0.0, 0.1], [-0.2, -1.5, 0.2], [-0.3, 0.6, 0.8], [-0.1, 0.1, 0.2]]
}

***

(3)
{
  "formula": "C22H45NO5P",
  "method": "ωB97M-V with the def2-TZVPD basis set",
  "total_charge": 0,
  "fmax_ev_per_a": 0.770,
  "spin_multiplicity": 2,
  "orbital_gap_ev": [8.45, 9.76],
  "total_energy_ev": -44560.7300,
  "symbols": ["C", "C", "O", "C", "C", "C", "C", "C", "C", "C", "C", "P", "O", "O", "C", "C", "O", "C", "C", "C", "C", "C", "C", "N", "O", "C", "C", "C", "C", "H", "H", "H", "H", "H", "H", "H", "H", "H", "H", "H", "H", "H", "H", "H", "H", "H", "H", "H", "H", "H", "H", "H", "H", "H", "H", "H", "H", "H", "H", "H", "H", "H", "H", "H", "H", "H", "H", "H", "H", "H", "H", "H", "H", "H"],
  "positions_angstrom": [[5.246, -0.538, 1.663], [5.427, -1.673, 0.671], [4.331, -2.564, 0.784], [3.922, -3.214, -0.399], [2.415, -3.551, -0.347], [1.707, -3.002, 0.889], [1.501, -1.484, 0.785], [0.127, -1.144, 0.201], [-0.068, 0.215, -0.506], [-1.372, 0.142, -1.329], [-2.647, -0.161, -0.511], [-3.894, 1.141, -0.689], [-3.342, 2.447, -1.039], [-4.979, 0.656, -1.757], [-5.355, -0.698, -2.029], [-6.796, -0.719, -2.477], [-4.648, 1.204, 0.719], [-5.427, 0.112, 1.218], [-5.778, 0.403, 2.657], [1.071, 0.429, -1.525], [2.191, 1.424, -1.154], [1.917, 2.773, -1.836], [3.543, 0.873, -1.625], [2.275, 1.635, 0.329], [3.303, 2.279, 0.720], [1.053, 1.966, 1.122], [0.930, 3.492, 1.266], [1.242, 1.376, 2.532], [-0.215, 1.407, 0.454], [4.604, 0.253, 1.273], [6.208, -0.109, 1.948], [4.774, -0.936, 2.564], [5.490, -1.294, -0.357], [6.361, -2.211, 0.878], [4.502, -4.138, -0.531], [4.140, -2.583, -1.269], [1.933, -3.110, -1.227], [2.276, -4.630, -0.432], [0.733, -3.494, 0.987], [2.272, -3.241, 1.788], [1.635, -1.036, 1.767], [2.296, -1.078, 0.155], [-0.619, -1.268, 0.996], [-0.104, -1.914, -0.549], [-1.249, -0.605, -2.118], [-1.491, 1.108, -1.822], [-2.441, -0.212, 0.560], [-3.045, -1.140, -0.777], [-4.704, -1.083, -2.818], [-5.224, -1.336, -1.153], [-6.921, -0.163, -3.405], [-7.118, -1.748, -2.640], [-7.443, -0.271, -1.722], [-6.332, 0.018, 0.614], [-4.852, -0.818, 1.151], [-6.410, 1.287, 2.729], [-4.879, 0.550, 3.255], [-6.331, -0.442, 3.070], [1.502, -0.548, -1.750], [0.639, 0.793, -2.461], [2.577, 3.547, -1.445], [0.881, 3.086, -1.700], [2.083, 2.662, -2.909], [3.556, -0.219, -1.602], [4.348, 1.240, -0.993], [3.743, 1.182, -2.651], [1.193, 4.017, 0.351], [1.583, 3.860, 2.056], [-0.102, 3.734, 1.528], [0.856, 2.075, 3.276], [2.303, 1.235, 2.740], [0.713, 0.434, 2.659], [-0.737, 2.208, -0.077], [-0.880, 1.112, 1.272]],
  "atomic_forces_ev_per_a": [[-0.1, -0.1, 0.0], [0.2, -0.1, 0.0], [-0.2, 0.2, 0.0], [0.1, -0.2, -0.1], [0.0, 0.1, -0.1], [-0.1, 0.0, 0.0], [0.0, -0.1, 0.0], [0.1, -0.1, 0.0], [0.0, -0.1, 0.0], [-0.1, 0.1, 0.0], [0.0, -0.1, -0.1], [0.0, 0.0, 0.0], [0.1, 0.1, 0.0], [0.0, -0.1, 0.1], [0.0, -0.1, -0.1], [-0.1, 0.0, 0.0], [0.0, -0.1, -0.1], [0.0, 0.1, 0.1], [-0.1, -0.2, 0.0], [-0.1, 0.1, 0.0], [0.1, -0.3, 0.0], [-0.1, 0.0, 0.1], [0.1, -0.1, 0.1], [-0.3, 0.6, -0.3], [0.2, -0.3, 0.1], [-0.1, -0.3, 0.2], [0.1, 0.0, 0.0], [0.0, 0.1, 0.1], [0.0, 0.0, 0.0], [0.0, 0.0, 0.0], [0.0, 0.1, -0.1], [0.1, 0.0, 0.0], [0.0, 0.0, 0.0], [0.0, 0.0, 0.0], [0.0, 0.1, 0.0], [0.0, 0.0, 0.1], [0.0, -0.1, 0.0], [0.0, 0.0, 0.1], [0.0, 0.0, 0.0], [0.0, -0.1, 0.0], [0.0, 0.0, -0.1], [0.0, 0.1, 0.1], [0.0, 0.0, -0.1], [0.0, 0.0, 0.0], [0.0, 0.0, 0.1], [0.0, 0.0, 0.0], [0.1, 0.1, 0.0], [-0.1, 0.0, 0.0], [0.0, 0.0, 0.0], [0.0, 0.1, 0.1], [0.0, 0.0, 0.0], [0.0, 0.0, 0.0], [0.0, 0.0, 0.0], [0.0, -0.1, 0.0], [0.0, 0.0, 0.0], [0.1, 0.1, 0.0], [0.0, 0.0, 0.0], [0.0, 0.0, 0.0], [0.0, 0.0, 0.0], [0.0, 0.0, 0.0], [0.1, 0.0, -0.1], [0.0, 0.0, 0.1], [0.0, 0.0, 0.0], [0.0, 0.0, 0.1], [0.0, 0.1, -0.1], [0.0, 0.0, 0.0], [-0.1, 0.0, -0.1], [0.0, 0.0, -0.1], [0.0, 0.0, 0.0], [-0.1, 0.0, 0.0], [0.0, 0.0, 0.0], [0.1, 0.0, 0.0], [0.1, 0.0, 0.0], [-0.1, 0.1, -0.1]]
}